Density functional theory data (ωB97M-V with the def2-TZVPD basis set) for a structure of composition C2Cl3NO2.

energy relative to the best compared isomer or geometry (same formula, charge and spin) = 42.4 kcal/mol
charge = 0
E_LUMO = -0.17 eV
2S+1 = 1
HOMO level = -0.41271 hartree
frontier orbital gap = 11.1 eV

```
8
Properties=species:S:1:pos:R:3:lowdin_charge:R:1
C 0.38946 -0.25998 -0.14258 -0.582
C -0.84796 0.36407 0.22154 -1.495
N 0.81158 -0.90529 -1.20578 0.172
O 1.58850 -0.16587 0.49330 0.040
O 2.13565 -0.86019 -0.61717 -0.003
Cl -0.84366 2.08280 -0.04472 0.653
Cl -2.14173 -0.42964 -0.73957 0.633
Cl -1.09184 0.17411 2.03497 0.582
```



Density functional theory data (ωB97M-V with the def2-TZVPD basis set) for a structure of composition C47H63Br9N4O23.

charge = 0
E_LUMO = -0.90 eV
2S+1 = 1
HOMO level = -0.36356 hartree
frontier orbital gap = 9.0 eV

```
146
Properties=species:S:1:pos:R:3:lowdin_charge:R:1
C -1.65741 -2.78526 -1.37352 -0.059
C -1.11607 -1.50407 -1.47832 -0.042
C -0.33683 -1.04941 -0.43724 0.006
C -0.12036 -1.80242 0.71580 -0.126
C -0.71178 -3.05086 0.79947 -0.028
C -1.48616 -3.55316 -0.22632 -0.101
N 0.72284 -1.29292 1.79482 -0.324
O 1.44418 -0.35321 1.53925 0.069
O 0.61824 -1.83632 2.86909 0.067
H -2.31375 -3.13276 -2.16152 0.074
H -1.30824 -0.94735 -2.38372 0.088
H 0.05353 -0.04495 -0.52874 0.092
H -0.46405 -3.72413 1.61486 0.107
H -1.92197 -4.54021 -0.24321 0.053
C -2.56844 5.41696 3.68732 -0.057
C -3.49873 5.17947 2.69851 -0.075
C -3.41666 4.10172 1.82282 0.014
C -2.26014 3.32499 1.86874 -0.133
C -1.28564 3.59129 2.83398 -0.032
C -1.40582 4.63220 3.71424 -0.056
N -2.05670 2.26608 0.89308 -0.324
O -0.97204 1.73698 0.84406 0.076
O -3.02140 1.95864 0.22295 0.087
H -2.74168 6.20538 4.40612 0.109
H -4.33678 5.86656 2.69256 0.109
H -4.23956 3.94930 1.14211 0.119
H -0.35801 3.03058 2.82230 0.093
H -0.64242 4.78854 4.46393 0.112
C 5.00099 0.46918 4.87088 -0.061
C 5.57453 1.72514 4.97397 -0.073
C 4.93752 2.84151 4.49681 -0.003
C 3.71731 2.71496 3.83189 -0.127
C 3.11353 1.46378 3.72360 -0.006
C 3.78479 0.34194 4.21227 -0.067
N 3.12996 3.92073 3.23276 -0.335
O 1.96488 3.88207 2.87601 0.051
O 3.82741 4.90329 3.17033 0.102
H 5.51569 -0.41658 5.21612 0.110
H 6.59929 1.79638 5.31876 0.111
H 5.35408 3.83911 4.53411 0.120
H 2.16722 1.28313 3.23279 0.089
H 3.39181 -0.65283 4.04772 0.105
C -0.39310 1.11264 5.62603 -0.055
C -1.26508 1.28376 6.67910 -0.059
C -1.40024 0.28669 7.64865 0.000
C -0.56855 -0.81146 7.61593 -0.182
C 0.34093 -0.96895 6.58559 -0.046
C 0.37904 -0.04031 5.55505 -0.069
N -0.66880 -1.84348 8.65345 -0.361
O -1.37155 -1.65256 9.61472 0.090
O 0.02465 -2.82903 8.51591 0.068
H -0.29862 1.87525 4.86241 0.088
H -1.76660 2.22788 6.84473 0.108
H -2.09075 0.46237 8.46196 0.121
H 1.06268 -1.77311 6.55646 0.124
H 1.03478 -0.19706 4.71223 0.067
C 4.21009 -0.93672 -0.18726 -0.058
C 5.40857 0.00060 -0.35865 -0.201
O 6.52114 -0.63463 0.24818 0.057
C 7.71031 -0.09792 0.06603 -0.617
O 7.90310 0.90664 -0.57466 0.119
O 8.62226 -0.86587 0.62844 0.015
C 9.96923 -0.38948 0.61086 -0.029
H 4.06769 -1.14437 0.87607 0.073
H 4.42245 -1.85587 -0.72803 0.090
H 3.29067 -0.41909 -0.45618 0.050
H 5.15812 0.97177 0.07237 0.126
H 5.58259 0.13981 -1.42665 0.126
H 10.62171 -1.22612 0.83116 0.093
H 10.11988 0.46727 1.26146 0.099
H 10.18297 -0.07308 -0.41177 0.094
C -2.09959 2.89128 -6.98890 -0.052
C -1.52942 1.50318 -6.74650 -0.205
O -2.43283 0.72896 -5.93802 -0.012
C -2.26827 0.85177 -4.62039 -0.654
O -1.28316 1.26488 -4.07449 0.137
O -3.40376 0.53527 -4.02411 -0.060
C -3.63190 0.89156 -2.65374 -0.016
H -3.18674 2.86656 -7.00513 0.084
H -1.74200 3.20479 -7.97301 0.078
H -1.74523 3.64954 -6.29073 0.078
H -0.48549 1.46646 -6.44051 0.119
H -1.52875 0.97226 -7.70212 0.122
H -2.86079 0.52837 -1.97802 0.061
H -4.56747 0.43917 -2.34410 0.079
H -3.64529 1.98127 -2.65413 0.103
C -9.89792 -3.09918 -2.09442 -0.060
C -8.60398 -2.32111 -2.22987 -0.218
O -7.85462 -2.42721 -1.02571 0.053
C -6.58951 -2.08883 -0.98172 -0.613
O -5.95407 -1.49505 -1.81794 0.097
O -6.09892 -2.43757 0.20027 0.016
C -4.81349 -1.92456 0.53588 -0.033
H -10.41621 -2.90311 -1.15381 0.080
H -9.67414 -4.16549 -2.08276 0.081
H -10.58754 -2.83905 -2.89458 0.080
H -8.71974 -1.25485 -2.43576 0.131
H -8.06329 -2.74594 -3.07987 0.095
H -4.06066 -2.51561 0.01242 0.084
H -4.73830 -1.96761 1.61904 0.017
H -4.63821 -0.89584 0.21451 0.096
C 1.06758 3.88226 -0.39101 -0.046
C 1.86917 2.60645 -0.16562 -0.207
O 2.84919 2.37946 -1.16613 0.030
C 3.95927 3.10833 -1.10685 -0.626
O 4.29845 3.79264 -0.18096 0.142
O 4.68608 2.82097 -2.17226 0.003
C 6.03322 3.18770 -2.25619 -0.057
H 0.47759 4.11414 0.50241 0.059
H 0.34680 3.76639 -1.20109 0.081
H 1.63389 4.81068 -0.48082 0.086
H 1.16216 1.78436 -0.21626 0.083
H 2.31101 2.62271 0.82916 0.099
H 6.60164 2.85141 -1.38856 0.082
H 6.22874 4.23166 -2.51391 0.098
H 6.50979 2.69777 -3.11061 0.098
C 2.91823 -0.70822 -3.29944 -0.051
C 1.86025 0.21949 -3.89472 -0.207
O 1.53353 -0.08415 -5.24644 0.031
C 0.77870 -1.18563 -5.45511 -0.595
O 0.51164 -2.04259 -4.66030 0.122
O 0.45460 -1.15761 -6.73929 0.001
C -0.37696 -2.16324 -7.27241 -0.074
H 3.73104 -0.80174 -4.02295 0.090
H 2.56933 -1.72496 -3.10445 0.078
H 3.25845 -0.34714 -2.33093 0.030
H 2.28987 1.21988 -3.92518 0.124
H 1.00547 0.28407 -3.22370 0.104
H -0.22399 -2.14375 -8.35781 0.097
H -1.44162 -2.06664 -7.07946 0.015
H -0.00124 -3.17973 -7.11986 0.105
C -3.10913 -3.38306 3.69282 -1.538
Br -5.00838 -2.99341 4.06693 0.586
Br -3.01648 -5.22061 2.99120 0.540
Br -1.91449 -3.11154 5.18978 0.665
H -2.83042 -2.67459 2.92399 -0.050
C -4.38611 -1.96873 -6.22978 -1.528
Br -4.38585 -3.21720 -7.77049 0.539
Br -3.02155 -2.43844 -4.94861 0.727
Br -6.16132 -1.93356 -5.43070 0.598
H -4.18388 -1.01850 -6.70336 -0.034
C 0.65696 -7.88537 1.34054 -1.570
Br 0.34386 -8.07939 3.28109 0.528
Br -0.83996 -7.06900 0.49226 0.605
Br 1.03012 -9.67348 0.61442 0.534
H 1.55932 -7.32144 1.15382 -0.024
```



Density functional theory data (ωB97M-V with the def2-TZVPD basis set) for a structure of composition C57H39BrCsF4N4O4P2S.

energy relative to the best compared isomer or geometry (same formula, charge and spin) = 22.9 kcal/mol
charge = -2
E_LUMO (alpha / beta) = 3.14 / 3.14 eV
2S+1 = 2
HOMO level (alpha / beta) = 0.02068 / -0.04700 hartree
frontier orbital gap (alpha / beta) = 2.6 / 4.4 eV

```
113
Properties=species:S:1:pos:R:3:lowdin_charge:R:1
Cs -0.31472 0.65848 -0.18464 1.089
O -4.02662 -0.09453 1.62970 -0.312
S -3.00052 -0.83044 0.92813 0.357
O -1.80021 -1.12732 1.71966 -0.498
O -2.67349 -0.35568 -0.41291 -0.618
C -3.64210 -2.47962 0.59046 -0.240
C -4.92797 -2.79703 0.99713 -0.056
C -5.46358 -4.04768 0.71528 -0.088
C -4.71497 -4.97725 0.01172 -0.092
C -3.42870 -4.65203 -0.39602 -0.098
C -2.86960 -3.41146 -0.10633 -0.317
P -1.16402 -3.00052 -0.68340 1.123
C -1.38595 -3.20523 -2.48884 -0.348
C -1.75955 -2.05296 -3.18288 -0.085
C -1.91781 -2.08755 -4.56128 -0.071
C -1.71554 -3.26990 -5.25483 -0.096
C -1.35916 -4.42511 -4.57055 -0.102
C -1.19371 -4.39241 -3.19551 -0.111
C -0.22545 -4.48168 -0.18438 -0.380
C -0.53895 -5.21816 0.95502 -0.090
C 0.31411 -6.21219 1.41713 -0.096
C 1.49514 -6.48994 0.74900 -0.114
C 1.82746 -5.75123 -0.38062 -0.102
C 0.98357 -4.75181 -0.83448 -0.113
H -5.49144 -2.04360 1.53093 0.106
H -6.46975 -4.28868 1.03712 0.095
H -5.12749 -5.95023 -0.22580 0.094
H -2.84773 -5.37822 -0.95278 0.103
H -1.93587 -1.12085 -2.65585 0.093
H -2.15602 -1.17091 -5.08425 0.109
H -1.82089 -3.28639 -6.33285 0.095
H -1.19967 -5.35030 -5.11217 0.092
H -0.90292 -5.29304 -2.66870 0.093
H -1.45177 -5.00851 1.49777 0.107
H 0.05009 -6.76422 2.31063 0.097
H 2.15771 -7.26672 1.10949 0.091
H 2.75531 -5.94380 -0.90579 0.098
H 1.27268 -4.16582 -1.69886 0.112
F 2.79457 4.74372 6.43202 0.109
C 2.15404 3.76117 5.78379 -0.137
C 1.26827 2.94515 6.46142 -0.140
F 1.06038 3.12854 7.77251 0.107
C 0.61924 1.92101 5.78462 -0.217
F -0.15942 1.13750 6.54360 0.096
C 0.80070 1.69999 4.42688 -0.304
P -0.10427 0.43737 3.38243 1.077
C -1.42665 -0.13147 4.50214 -0.386
C -1.43291 -1.38027 5.11244 -0.080
C -2.51448 -1.77684 5.88263 -0.089
C -3.60043 -0.92931 6.04864 -0.099
C -3.60597 0.30904 5.42532 -0.082
C -2.53064 0.69940 4.64564 -0.101
C 1.12940 -0.93079 3.43425 -0.350
C 1.13454 -1.90165 2.42382 -0.079
C 2.11876 -2.88007 2.41194 -0.068
C 3.10498 -2.91525 3.38465 -0.098
C 3.10696 -1.96028 4.39061 -0.097
C 2.12523 -0.98162 4.40946 -0.091
C 1.72460 2.53788 3.76349 -0.564
Br 2.14930 2.29389 1.94475 0.888
C 2.39023 3.54618 4.43282 -0.267
F 3.27799 4.33393 3.82262 0.077
H -0.59527 -2.05309 4.98240 0.102
H -2.50984 -2.75504 6.34836 0.095
H -4.44918 -1.24151 6.64505 0.092
H -4.46281 0.96403 5.51737 0.101
H -2.57333 1.64547 4.11813 0.117
H 0.39809 -1.90464 1.62960 0.057
H 2.11032 -3.61796 1.61770 0.092
H 3.86857 -3.68362 3.35390 0.096
H 3.86577 -1.97070 5.16310 0.094
H 2.14339 -0.24444 5.20225 0.099
N -0.40744 8.72873 -8.27699 0.096
C -0.35943 7.92154 -7.45197 -0.231
C -0.29900 6.92218 -6.43407 -0.271
C 0.71093 6.96972 -5.46296 -0.049
C 0.76611 6.00050 -4.48651 -0.035
C -0.16529 4.94597 -4.42912 -0.195
C -1.17240 4.92883 -5.41582 -0.034
C -1.24576 5.88893 -6.39999 -0.047
C -0.09163 3.91301 -3.39457 -0.078
C -0.27556 4.39536 -2.04445 -0.310
C -0.53953 5.74381 -1.68793 -0.103
C -0.68766 5.75588 -0.29682 -0.162
C -0.52330 4.42760 0.11116 -0.284
N -0.27965 3.60502 -0.92580 -0.060
C 0.14870 2.56882 -3.88771 -0.303
C 0.26067 2.19926 -5.25234 -0.103
C 0.50149 0.81769 -5.26792 -0.166
C 0.54943 0.43384 -3.92582 -0.287
N 0.33035 1.46845 -3.08937 -0.046
H 1.44653 7.76321 -5.49019 0.104
H 1.54097 6.03304 -3.73115 0.118
H -1.89849 4.12731 -5.38188 0.119
H -2.03438 5.85445 -7.14059 0.105
H -0.62745 6.59061 -2.34792 0.075
H -0.90219 6.61348 0.32630 0.056
H -0.58153 4.02672 1.11793 0.058
H 0.18153 2.84391 -6.11166 0.073
H 0.63960 0.18858 -6.13687 0.058
H 0.72762 -0.55821 -3.52583 0.072
O 2.45750 -0.34061 -0.07655 -0.246
N 3.61614 0.15107 -0.27834 -0.248
C 4.61268 -0.03668 0.61895 -0.037
C 5.85409 0.52245 0.40526 -0.067
C 6.08776 1.28853 -0.72466 -0.090
C 5.04602 1.47832 -1.62585 -0.041
C 3.81776 0.90835 -1.39452 0.016
H 4.31744 -0.63648 1.46715 0.127
H 6.62271 0.35413 1.14680 0.103
H 7.05497 1.73943 -0.89674 0.097
H 5.15968 2.08024 -2.51613 0.115
H 2.92997 1.01184 -2.01030 0.133
```